Density functional theory data (ωB97M-V/def2-TZVPD) for a 2-piece molecular cluster, C9H14N4 overall at a distorted geometry.

Structure (XYZ):
```
27
Properties=species:S:1:pos:R:3:forces:R:3:nbo_charge:R:1
C -0.7591 1.6250 0.4038 -0.5850 -0.8155 -0.8801 -0.445
C -1.5086 2.9629 0.4581 0.3538 0.4163 -0.2631 -0.628
C -1.6728 0.4472 0.1766 -0.7993 -0.5588 0.4757 0.055
C -2.8052 0.3636 -0.6198 2.1256 -0.2810 1.2552 -0.420
C -2.7660 -1.2838 0.8605 2.6366 -0.3803 -1.1335 -0.057
N -1.5718 -0.6337 1.0541 -3.1185 -0.1486 -0.6619 -0.527
N -3.4277 -0.8413 -0.2796 0.8196 1.4564 1.2882 -0.673
H -0.0789 1.7787 -0.4276 0.3659 -0.3833 -0.2651 0.202
H -0.1536 1.2503 1.2341 -0.1316 1.0530 0.2832 0.204
H -2.0584 3.2241 1.3584 0.0925 -0.2997 0.2662 0.206
H -2.8614 1.1151 -1.3848 -1.3223 -0.5222 -0.4683 0.216
H -2.9259 -2.2999 1.2360 -0.3343 0.7802 -0.0225 0.187
H -4.4264 -0.9707 -0.3698 -0.2152 -0.2662 -0.3832 0.318
H -2.2450 3.0404 -0.3654 0.4491 -0.2282 0.3369 0.209
H -0.7463 3.7272 0.2608 -0.2925 0.2711 0.2299 0.186
C 2.8993 -2.1872 -1.8011 1.3292 -1.4514 -0.1048 -0.648
C 1.9148 -1.5380 0.4824 0.0829 -0.2588 -1.1428 -0.095
C 2.6459 -1.2989 -0.6563 0.1744 -0.0823 1.2356 0.064
C 2.7115 0.4946 0.4838 0.2731 -0.1004 0.9165 0.160
N 1.9338 -0.3805 1.2141 0.6124 0.1252 -0.8785 -0.528
N 3.2279 -0.0416 -0.5951 -1.1025 -0.0317 0.2651 -0.471
H 1.4285 -2.4656 0.7360 -0.3586 0.3596 0.2902 0.220
H 1.2705 -0.1574 1.9382 0.0921 0.0041 0.0407 0.431
H 3.4496 -1.5842 -2.5308 -0.2882 -0.4291 -0.2123 0.229
H 2.0350 -2.6957 -2.2013 -0.6567 0.5748 -0.3872 0.221
H 2.9812 1.4571 0.8934 -0.1928 0.0715 -0.1595 0.184
H 3.5091 -3.1077 -1.5588 -0.0097 1.1250 0.0794 0.201
```
Forces are in eV/Å.

**Molecular weight**: 178.239 g mol⁻¹
**2S+1**: 2
**Highest occupied orbital energy (spin up / spin down)**: 1.01 / -4.99 eV
**Lowest unoccupied orbital energy (spin up / spin down)**: 0.1241 / 0.1193 hartree
**HOMO-LUMO gap (spin up / spin down)**: 0.0868 / 0.3025 Ha
**Net charge**: -1
**Relative energy (zero: lowest compared OMol25 entry of this formula, charge and spin)**: 15.3 kcal per mole